Entry 1:
Density functional theory data (the ωB97M-V functional and the def2-TZVPD basis) for a molecular structure, C30H84F6NO32S2Tl at a distorted geometry.

XYZ file:
```
156
C30H84F6NO32S2Tl the ωB97M-V functional and the def2-TZVPD basis
Tl 1.747 1.232 3.831
C -1.972 1.013 0.574
F -2.694 0.415 -0.310
F -1.436 2.078 -0.016
F -2.749 1.301 1.552
S -0.522 -0.286 1.203
O -0.836 -0.530 2.585
O -0.645 -1.472 0.283
N 0.986 0.610 1.132
S 1.438 0.241 -0.286
O 2.256 -0.944 -0.370
O 0.428 0.348 -1.293
C 2.621 1.713 -0.735
F 2.060 2.808 -0.311
F 3.805 1.631 -0.148
F 2.794 1.748 -2.025
C -2.994 -3.429 4.367
C -3.773 -2.460 5.299
O -2.859 -1.516 5.883
O -2.286 -4.388 5.059
H -2.380 -2.777 3.746
H -3.744 -3.888 3.722
H -4.262 -2.960 6.136
H -4.612 -2.083 4.714
H -3.102 -1.204 6.758
H -2.965 -4.899 5.506
C 2.542 -0.735 -4.433
C 1.611 -0.784 -5.637
O 1.772 -1.862 -6.654
O 2.175 -1.799 -3.537
H 2.433 0.208 -3.896
H 3.622 -0.822 -4.551
H 1.734 0.166 -6.158
H 0.595 -0.848 -5.248
H 2.702 -1.855 -6.894
H 2.871 -1.875 -2.881
C 3.229 -2.216 3.509
C 3.900 -1.644 2.232
O 3.961 -0.180 2.335
O 1.898 -1.848 3.465
H 3.590 -1.790 4.445
H 3.329 -3.291 3.658
H 3.182 -2.012 1.499
H 4.868 -2.061 1.954
H 4.879 0.055 2.178
H 1.326 -2.599 3.290
C -0.560 4.140 2.566
C -1.513 3.378 3.488
O -1.254 1.979 3.766
O 0.737 3.982 3.053
H -0.832 5.194 2.507
H -0.462 3.690 1.579
H -2.549 3.462 3.159
H -1.605 3.788 4.494
H -2.125 1.601 3.907
H 1.247 4.695 2.662
C 6.953 1.832 -1.878
C 7.310 1.994 -3.345
O 7.152 3.378 -3.783
O 8.126 1.753 -1.091
H 6.510 0.855 -1.686
H 6.227 2.572 -1.540
H 6.660 1.397 -3.984
H 8.318 1.727 -3.662
H 7.465 3.416 -4.690
H 8.395 0.832 -1.048
C -3.679 4.169 -0.901
C -5.035 3.466 -0.714
O -6.005 4.006 -1.573
O -3.855 5.605 -0.654
H -3.248 3.886 -1.861
H -3.004 3.710 -0.179
H -5.302 3.366 0.338
H -4.841 2.419 -0.947
H -6.101 4.927 -1.317
H -2.997 6.036 -0.671
C -2.909 -3.921 -2.038
C -3.723 -2.915 -1.231
O -4.990 -3.500 -0.796
O -3.614 -4.110 -3.272
H -2.780 -4.831 -1.452
H -1.976 -3.421 -2.296
H -3.862 -1.971 -1.759
H -3.231 -2.768 -0.270
H -5.622 -3.397 -1.511
H -2.936 -4.047 -3.949
C -0.134 2.666 -3.816
C -1.258 1.756 -3.367
O -2.554 2.132 -3.705
O 0.290 2.387 -5.156
H 0.766 2.467 -3.233
H -0.447 3.693 -3.626
H -1.360 1.804 -2.283
H -1.061 0.710 -3.602
H -3.162 1.462 -3.385
H 1.210 2.660 -5.201
C -4.944 -1.176 1.635
C -5.763 -0.263 0.826
O -5.763 -0.520 -0.598
O -5.353 -2.491 1.693
H -4.997 -0.858 2.677
H -3.889 -1.229 1.366
H -5.320 0.724 0.955
H -6.755 -0.279 1.278
H -6.240 -1.328 -0.802
H -5.251 -2.850 0.809
C 2.760 5.193 -2.260
C 4.171 4.625 -2.195
O 4.537 4.014 -3.450
O 2.598 6.322 -3.111
H 2.384 5.496 -1.282
H 2.079 4.489 -2.738
H 4.277 3.979 -1.323
H 4.844 5.447 -1.952
H 5.466 3.770 -3.448
H 1.762 6.736 -2.885
C 0.464 -1.443 6.409
C 1.504 -0.592 7.140
O 2.513 0.001 6.342
O -0.234 -0.635 5.427
H -0.341 -1.766 7.069
H 0.872 -2.331 5.925
H 2.006 -1.312 7.786
H 1.011 0.117 7.805
H 3.322 -0.036 6.858
H -1.122 -0.996 5.468
C 5.178 -2.242 -1.268
C 4.976 -3.732 -0.946
O 5.997 -4.534 -1.612
O 4.930 -1.738 -2.548
H 6.246 -2.086 -1.120
H 4.776 -1.614 -0.473
H 3.985 -3.983 -1.326
H 5.170 -3.931 0.108
H 6.075 -5.457 -1.358
H 5.517 -2.158 -3.181
C -0.131 -4.961 2.302
C 1.014 -4.716 1.329
O 2.309 -4.991 1.905
O -0.041 -3.976 3.340
H -0.057 -5.987 2.664
H -1.126 -4.878 1.863
H 1.057 -3.676 1.006
H 0.821 -5.347 0.462
H 2.116 -5.383 2.760
H -0.738 -4.155 3.975
C -5.134 0.357 -3.914
C -6.322 1.356 -3.644
O -5.777 2.658 -3.824
O -4.353 0.247 -2.726
H -4.392 0.642 -4.660
H -5.470 -0.666 -4.082
H -6.670 1.238 -2.618
H -7.138 1.181 -4.346
H -5.749 3.175 -3.015
H -4.967 -0.068 -2.059
```

Calculated values
- molecular weight (g/mol) = 1353.48
- total charge = +2
- HOMO (eV) = -13.70
- ΔE to the lowest compared entry with this formula, charge and spin (kcal/mol) = 15.34
- HOMO-LUMO gap (hartree) = 0.07277
- lowest unoccupied orbital energy (eV) = -11.72

***

Entry 2:
Density functional theory data (the ωB97M-V functional and the def2-TZVPD basis) for 11 unconnected molecules or ions with the total composition C30H84N5O11PS10 at a distorted geometry.

XYZ file:
```
141
C30H84N5O11PS10 the ωB97M-V functional and the def2-TZVPD basis
C 0.695 -1.964 -2.926
P 1.685 -2.775 -4.342
C 0.408 -3.832 -5.364
C 2.462 -1.508 -5.538
C 1.636 -0.056 -5.506
C 2.743 1.149 -5.233
O 2.639 2.477 -5.356
N 3.964 0.288 -4.847
C 4.086 -1.141 -5.382
C 4.789 -1.229 -6.898
C 4.071 -0.271 -8.013
N 4.616 1.172 -8.033
C 4.998 -2.233 -4.568
C 5.476 -1.776 -3.070
N 6.364 -2.922 -2.543
N 6.331 -0.528 -3.019
N 4.362 -1.621 -2.058
H 1.288 -1.196 -2.271
H 0.257 -2.821 -2.220
H -0.224 -1.375 -3.387
H 0.850 -4.147 -6.420
H 0.196 -4.862 -4.800
H -0.590 -3.193 -5.462
H 2.227 -1.855 -6.642
H 1.249 0.139 -6.617
H 0.632 -0.002 -4.908
H 3.875 0.382 -3.795
H 4.692 -2.361 -7.248
H 5.948 -0.950 -6.836
H 4.376 -0.714 -9.079
H 2.902 -0.260 -7.993
H 5.489 1.216 -7.455
H 3.887 1.846 -7.705
H 4.515 -3.321 -4.510
H 5.999 -2.389 -5.200
H 7.384 -2.717 -2.769
H 6.162 -3.772 -3.151
H 5.693 0.212 -2.601
H 7.111 -0.601 -2.318
H 4.270 -2.465 -1.431
H 3.448 -1.375 -2.499
C -3.034 -2.744 0.574
S -1.816 -1.740 -0.308
O -0.470 -2.365 -0.085
C -1.936 -0.302 0.783
H -3.101 -3.720 0.085
H -2.724 -2.880 1.613
H -4.009 -2.253 0.535
H -1.694 -0.591 1.809
H -2.948 0.108 0.736
H -1.224 0.453 0.442
C -4.245 0.723 4.606
S -4.179 -0.907 3.826
O -4.033 -0.695 2.348
C -5.907 -1.335 4.145
H -3.269 1.202 4.494
H -5.008 1.338 4.123
H -4.471 0.610 5.669
H -6.567 -0.592 3.691
H -6.079 -1.380 5.224
H -6.110 -2.315 3.707
C -3.804 4.368 7.432
S -5.520 3.969 7.021
O -5.502 3.131 5.776
C -5.990 5.648 6.539
H -3.295 3.448 7.729
H -3.301 4.796 6.562
H -3.784 5.077 8.263
H -5.351 5.996 5.725
H -5.897 6.314 7.401
H -7.030 5.635 6.204
C -9.394 1.684 3.917
S -8.537 1.404 5.485
O -9.081 0.137 6.077
C -9.302 2.788 6.364
H -9.096 0.904 3.213
H -10.475 1.641 4.069
H -9.111 2.660 3.516
H -10.389 2.675 6.364
H -9.022 3.727 5.881
H -8.939 2.789 7.395
C 4.624 -6.914 0.587
S 5.842 -5.910 -0.296
O 7.188 -6.534 -0.073
C 5.722 -4.472 0.795
H 4.557 -7.889 0.098
H 4.933 -7.050 1.626
H 3.648 -6.423 0.547
H 5.963 -4.760 1.821
H 4.710 -4.062 0.749
H 6.434 -3.716 0.454
C 9.493 2.444 -7.678
S 8.765 0.867 -7.176
O 7.409 1.158 -6.603
C 9.890 0.577 -5.789
H 8.920 2.840 -8.520
H 9.455 3.155 -6.848
H 10.528 2.286 -7.988
H 9.827 1.403 -5.077
H 10.912 0.480 -6.163
H 9.598 -0.352 -5.293
C -4.069 9.376 9.468
S -5.785 8.977 9.057
O -5.767 8.139 7.812
C -6.255 10.656 8.576
H -3.560 8.456 9.765
H -3.566 9.804 8.598
H -4.049 10.085 10.300
H -5.616 11.004 7.761
H -6.162 11.322 9.437
H -7.295 10.643 8.240
C -10.431 -2.080 4.142
S -9.756 -3.098 2.809
O -8.929 -2.204 1.933
C -11.335 -3.373 1.969
H -9.608 -1.755 4.783
H -10.933 -1.203 3.726
H -11.136 -2.671 4.732
H -11.780 -2.416 1.688
H -12.010 -3.921 2.631
H -11.152 -3.966 1.069
C 13.462 -0.774 -10.351
S 12.183 0.436 -9.934
O 11.439 -0.087 -8.740
C 11.156 0.130 -11.391
H 14.204 -0.785 -9.549
H 13.018 -1.768 -10.448
H 13.945 -0.485 -11.287
H 10.857 -0.920 -11.424
H 11.716 0.388 -12.293
H 10.265 0.759 -11.327
C -3.137 -1.127 8.437
S -3.071 -2.758 7.657
O -2.925 -2.545 6.179
C -4.799 -3.185 7.977
H -2.161 -0.648 8.325
H -3.900 -0.512 7.954
H -3.364 -1.240 9.500
H -5.459 -2.442 7.522
H -4.971 -3.230 9.055
H -5.002 -4.165 7.538
```

Calculated values
- molecular weight (g/mol) = 1042.67
- total charge = 0
- HOMO (eV) = -7.15
- HOMO-LUMO gap (hartree) = 0.26710
- lowest unoccupied orbital energy (eV) = 0.11

***

Entry 3:
Density functional theory data (the ωB97M-V functional and the def2-TZVPD basis) for 9 unconnected molecules or ions with the total composition C30H84N6O12 at a distorted geometry.

XYZ file:
```
132
C30H84N6O12 the ωB97M-V functional and the def2-TZVPD basis
C 1.571 2.906 -1.202
O 0.361 3.097 -0.482
C 0.516 3.391 0.938
C 0.816 4.902 1.158
C 1.040 5.099 2.698
N -0.110 5.907 0.627
H 2.243 2.236 -0.721
H 2.169 3.757 -1.159
H 1.426 2.567 -2.207
H -0.516 3.190 1.346
H 1.168 2.714 1.506
H 1.791 5.124 0.742
H 1.288 6.159 2.874
H 1.857 4.468 3.035
H 0.122 4.854 3.180
H -1.028 6.021 1.072
H -0.289 5.852 -0.370
C 3.492 0.717 2.987
O 2.145 1.234 3.036
C 1.583 0.679 4.283
C 0.125 1.087 4.491
C -0.352 0.375 5.712
N -0.691 0.866 3.361
H 4.163 1.338 3.560
H 3.829 0.883 2.014
H 3.559 -0.313 3.319
H 1.748 -0.393 4.205
H 2.141 1.187 5.070
H 0.230 2.203 4.623
H -1.396 0.695 6.044
H 0.285 0.704 6.591
H -0.256 -0.741 5.672
H -0.832 -0.079 3.149
H -0.170 1.299 2.625
C -4.761 5.765 -2.196
O -3.984 4.578 -2.260
C -4.641 3.399 -1.871
C -3.751 2.119 -2.063
C -4.576 0.804 -1.892
N -2.625 2.102 -1.128
H -4.524 6.156 -1.206
H -5.778 5.568 -2.511
H -4.343 6.472 -2.887
H -4.867 3.411 -0.837
H -5.489 3.243 -2.526
H -3.295 2.106 -3.018
H -3.958 -0.022 -2.144
H -5.476 0.751 -2.512
H -4.832 0.719 -0.901
H -1.850 2.696 -1.432
H -2.860 2.374 -0.134
C 4.231 4.101 1.167
O 5.389 3.266 1.069
C 6.225 3.274 2.153
C 7.501 2.498 1.876
C 7.301 0.959 1.916
N 8.418 2.894 2.957
H 4.505 5.130 1.366
H 3.422 3.715 1.892
H 3.797 4.165 0.181
H 6.500 4.254 2.367
H 5.667 3.026 3.050
H 7.890 2.700 0.843
H 8.269 0.566 1.681
H 6.721 0.467 1.186
H 7.036 0.631 2.933
H 8.784 3.857 2.864
H 9.034 2.212 3.259
C -2.555 -2.940 4.355
O -1.424 -3.394 5.002
C -0.244 -3.277 4.190
C -0.026 -4.596 3.378
C 0.568 -5.687 4.283
N 0.884 -4.225 2.273
H -2.570 -1.840 4.235
H -3.417 -3.138 4.992
H -2.663 -3.453 3.406
H -0.298 -2.380 3.500
H 0.632 -3.242 4.827
H -0.998 -5.039 3.116
H 0.086 -5.726 5.294
H 1.649 -5.610 4.426
H 0.376 -6.596 3.786
H 0.972 -4.946 1.541
H 0.490 -3.410 1.756
C -4.427 -2.299 -6.894
O -4.216 -3.137 -5.778
C -3.909 -2.433 -4.520
C -3.346 -3.422 -3.436
C -4.384 -4.544 -3.212
N -3.013 -2.745 -2.207
H -4.815 -3.009 -7.626
H -3.510 -1.694 -7.150
H -5.183 -1.570 -6.691
H -3.199 -1.630 -4.818
H -4.755 -1.970 -4.044
H -2.399 -3.898 -3.753
H -5.262 -3.955 -2.754
H -3.984 -5.182 -2.399
H -4.657 -5.008 -4.155
H -3.893 -2.442 -1.819
H -2.275 -2.007 -2.218
O -1.215 -0.264 -1.492
C -0.093 -0.065 -0.642
C 0.287 -1.404 -0.046
O -0.794 -1.888 0.859
H -1.826 0.480 -1.356
H 0.816 0.328 -1.108
H -0.407 0.697 0.063
H 1.296 -1.434 0.379
H 0.318 -1.989 -0.993
H -1.634 -1.850 0.335
O 1.251 -1.541 -6.425
C 0.136 -1.023 -5.654
C 0.614 -0.312 -4.387
O 1.568 -1.058 -3.601
H 1.739 -0.753 -6.769
H -0.495 -0.341 -6.275
H -0.419 -1.908 -5.406
H -0.273 -0.206 -3.731
H 1.019 0.728 -4.600
H 2.270 -1.410 -4.176
O -1.662 -5.219 -1.391
C -0.289 -5.370 -1.379
C 0.311 -4.944 -2.727
O -0.036 -3.606 -3.016
H -1.867 -4.268 -1.246
H 0.229 -4.759 -0.609
H -0.119 -6.461 -1.291
H -0.208 -5.425 -3.556
H 1.383 -5.148 -2.814
H 0.761 -3.088 -2.852
```

Calculated values
- molecular weight (g/mol) = 721.03
- total charge = 0
- HOMO (eV) = -8.98
- ΔE to the lowest compared entry with this formula, charge and spin (kcal/mol) = 220.59
- HOMO-LUMO gap (hartree) = 0.34627
- SMILES = COC[C@H](C)N.COC[C@H](C)N.COC[C@H](C)N.COC[C@H](C)N.COC[C@H](C)N.COC[C@H](C)N.OCCO.OCCO.OCCO
- lowest unoccupied orbital energy (eV) = 0.44